Record 1
DFT (ωB97M-V/def2-TZVPD) results for a gas-phase ion, C3H7N2S (charge +1) in a non-equilibrium geometry.

Values from the calculation:
energy relative to the best compared isomer or geometry (same formula, charge and spin)	22.6	kcal per mole
HOMO energy	-13.821	eV
total charge	+1
SMILES string	S[C@H]1CNC=[NH+]1
E_LUMO	-4.1	eV

Positions of all 13 atoms, in Å:
S  -1.435  -1.868  -0.137
N  1.497  0.286  0.139
N  -0.255  0.316  -1.197
C  -0.771  -0.204  0.144
C  1.052  0.586  -1.101
C  0.473  -0.074  1.028
H  -0.638  -0.052  -2.117
H  0.837  -1.025  1.567
H  -2.806  -1.741  -0.263
H  1.596  0.784  -1.991
H  -1.468  0.414  0.550
H  2.426  0.531  0.555
H  0.438  0.608  1.921

Atomic forces in eV per Å
-0.15 -0.65 0.26
2.45 2.23 -2.07
0.47 -0.15 -0.29
1.15 -1.39 -1.83
-1.48 -2.05 2.08
0.36 -2.29 2.98
0.39 0.86 1.71
-0.96 0.83 -1.02
1.00 0.65 0.23
0.89 0.46 -0.22
-2.35 1.79 0.57
-1.11 -0.24 -1.19
-0.65 -0.04 -1.22

Record 2
DFT (ωB97M-V/def2-TZVPD) results for a molecular structure, C40H34BiCl2N3O3S6.

Values from the calculation:
energy relative to the best compared isomer or geometry (same formula, charge and spin)	5.8	kcal per mole
HOMO energy	-2.161	eV
total charge	-2
E_LUMO	3.6	eV

Positions of all 89 atoms, in Å:
Bi  0.522  0.822  0.141
Cl  3.899  1.773  -0.723
Cl  0.201  5.448  0.908
S  -4.266  -3.050  3.548
S  -5.030  -5.461  2.275
S  -2.062  -2.359  1.676
S  -3.033  -5.275  0.070
S  2.585  -0.620  -2.633
S  -6.553  -4.615  4.693
O  -3.039  1.154  0.585
O  -0.357  1.574  -2.404
O  1.667  1.611  -3.356
N  -2.315  -0.658  -1.247
N  1.063  2.758  0.047
N  1.510  -0.651  -1.469
C  -3.408  -0.681  -3.781
C  2.842  -3.407  -2.531
C  4.772  -2.081  -1.965
C  -5.344  -4.388  3.562
C  2.529  -1.400  -5.271
C  2.787  5.969  0.429
C  -0.425  5.789  -2.839
C  0.812  5.443  -4.872
C  0.386  -0.971  -4.234
C  2.740  -0.936  1.418
C  -3.321  -3.420  2.108
C  0.503  -1.661  -6.540
C  3.417  3.392  -0.271
C  -2.226  -1.742  -2.008
C  2.091  -1.976  2.038
C  1.821  4.991  0.425
C  -3.729  -4.582  1.512
C  -2.949  0.407  -1.712
C  1.890  -1.711  -6.462
C  3.544  -4.558  -2.221
C  2.049  3.623  0.066
C  0.971  4.104  -4.544
C  1.137  -1.435  2.959
C  0.407  3.596  -3.380
C  -3.512  0.443  -2.983
C  -2.981  1.573  -0.760
C  4.862  -4.475  -1.782
C  1.212  -0.067  2.910
C  1.765  -1.042  -4.172
C  -0.243  -1.290  -5.429
C  0.587  2.138  -3.012
C  -0.295  4.442  -2.530
C  3.460  -2.170  -2.399
C  4.397  4.364  -0.275
C  5.475  -3.239  -1.654
C  2.169  0.303  1.884
C  -2.757  -1.806  -3.286
C  0.117  6.289  -4.016
C  4.099  5.674  0.072
C  -1.414  -5.783  0.697
H  2.475  -1.992  -7.329
H  -3.840  -0.689  -4.776
H  1.545  3.437  -5.174
H  6.495  -3.170  -1.302
H  0.006  -1.904  -7.470
H  2.502  6.974  0.713
H  -0.167  -0.616  -3.370
H  -1.732  -2.596  -1.558
H  3.504  -1.015  0.660
H  -0.841  -6.144  -0.157
H  4.863  6.439  0.070
H  -4.017  1.335  -3.329
H  5.233  -1.108  -1.849
H  -0.937  6.448  -2.149
H  3.062  -5.522  -2.313
H  -1.509  -6.580  1.432
H  -1.322  -1.230  -5.489
H  2.706  1.243  1.889
H  -0.916  -4.917  1.131
H  -2.082  2.172  -0.951
H  -2.736  0.232  0.634
H  1.246  5.833  -5.785
H  5.403  4.080  -0.557
H  -3.851  2.203  -0.970
H  0.430  -2.010  3.537
H  2.239  -3.027  1.834
H  1.068  -1.562  -1.378
H  -0.688  4.036  -1.607
H  1.815  -3.469  -2.873
H  5.405  -5.377  -1.531
H  -2.664  -2.711  -3.871
H  0.011  7.340  -4.259
H  3.609  -1.440  -5.199
H  0.611  0.628  3.477

Atomic forces in eV per Å
0.28 0.05 -0.12
0.00 0.03 0.02
0.05 -0.05 -0.01
-0.02 0.14 0.14
-0.06 -0.11 -0.03
-0.13 -0.14 0.12
0.00 0.01 0.00
-0.16 0.19 0.08
0.10 0.01 -0.07
-0.04 0.11 0.14
-0.09 0.01 0.18
0.06 0.05 -0.14
0.02 -0.12 0.01
-0.42 -0.09 -0.01
0.10 -0.06 -0.02
-0.02 -0.02 0.07
0.00 -0.05 -0.01
0.04 -0.05 0.05
-0.11 -0.02 0.07
-0.06 -0.02 -0.05
0.05 0.07 -0.02
-0.01 -0.01 0.00
0.00 -0.02 0.01
0.01 0.07 0.01
-0.06 0.05 -0.12
0.15 0.10 -0.16
0.04 0.01 0.03
0.16 -0.03 -0.03
-0.11 -0.06 -0.03
-0.12 -0.01 0.04
-0.06 0.13 0.07
-0.03 -0.06 -0.06
0.08 0.13 -0.01
0.01 -0.02 -0.02
0.02 -0.02 0.00
0.13 -0.10 -0.01
0.01 0.06 0.01
0.02 -0.11 -0.03
-0.06 0.01 0.06
0.00 -0.06 -0.02
-0.06 0.04 -0.06
-0.02 0.01 -0.01
-0.04 0.12 -0.12
0.03 -0.11 0.03
0.01 0.01 -0.08
0.08 -0.03 -0.11
0.02 0.00 -0.03
0.03 -0.04 -0.04
0.00 -0.01 -0.02
-0.01 0.01 0.00
0.13 0.05 0.27
-0.08 0.05 0.05
0.00 0.02 0.00
-0.06 -0.03 0.02
0.04 -0.02 0.00
0.00 0.00 -0.01
0.00 0.00 -0.01
0.01 -0.02 -0.01
0.02 -0.01 0.00
-0.01 0.00 -0.02
0.00 0.01 0.00
0.03 0.01 -0.05
0.00 -0.04 0.04
0.04 0.00 -0.01
0.03 -0.01 -0.02
0.01 0.02 0.00
0.00 0.03 -0.01
0.00 0.03 -0.01
-0.01 0.01 0.01
0.00 -0.02 0.00
-0.03 0.00 0.01
0.06 0.00 -0.02
0.01 0.03 -0.06
0.00 0.02 -0.01
-0.04 0.00 -0.01
0.01 -0.08 -0.03
0.00 0.01 -0.01
0.01 0.00 0.00
-0.01 -0.02 0.03
-0.01 -0.01 0.01
0.00 -0.03 0.00
-0.02 -0.04 0.06
0.00 0.01 0.01
-0.01 0.02 0.00
0.01 -0.02 0.00
-0.01 -0.01 0.00
0.00 0.01 0.00
0.02 0.00 0.00
-0.01 0.03 0.05

Record 3
DFT (ωB97M-V/def2-TZVPD) results for a molecular structure, C40H34AsCrF5N2O5S3.

Values from the calculation:
multiplicity	4
energy relative to the best compared isomer or geometry (same formula, charge and spin)	0.0	kcal per mole
HOMO energy (alpha / beta)	-5.105 / -5.196	eV
expectation value of S²	3.82
total charge	-1
E_LUMO (alpha / beta)	2.0 / 2.4	eV

Positions of all 91 atoms, in Å:
As  -0.833  -0.555  -1.758
Cr  -1.450  0.152  0.739
S  2.870  -1.304  0.086
S  -3.355  0.945  -0.431
S  -3.096  -1.422  2.146
F  1.431  -3.880  1.302
F  5.613  -2.044  0.069
F  6.830  -4.299  0.904
F  2.654  -6.082  2.113
F  5.350  -6.340  1.942
O  1.274  -1.440  0.214
O  -2.919  0.047  2.322
O  -2.138  -1.756  1.048
O  -2.980  -2.215  3.331
O  0.689  -2.142  -0.913
N  -0.092  -0.158  2.250
N  -0.769  2.090  1.045
C  2.754  -3.923  1.176
C  -1.816  0.888  -2.722
C  -2.841  1.523  -2.011
C  0.045  2.180  2.063
C  -1.114  3.305  0.367
C  -1.760  5.679  -0.910
C  -4.200  -2.820  -2.941
C  -2.718  -4.320  -1.795
C  2.660  -0.274  -4.086
C  1.722  -0.141  -3.077
C  3.382  -5.083  1.606
C  -3.914  -4.090  -2.463
C  -3.192  3.491  1.827
C  1.458  3.162  -2.401
C  -2.604  5.157  0.058
C  1.178  -1.747  -5.266
C  1.071  3.137  -0.923
C  1.171  -0.620  4.053
C  -3.293  -1.784  -2.755
C  -0.588  5.016  -1.226
C  -2.888  4.185  3.156
C  4.752  -5.221  1.521
C  -2.095  -2.012  -2.086
C  5.500  -4.185  0.997
C  0.434  1.017  2.737
C  0.499  -0.799  -3.158
C  -2.176  2.421  -4.565
C  4.862  -3.039  0.575
C  1.229  0.757  3.861
C  0.230  -1.601  -4.257
C  -0.247  3.815  -0.604
C  -2.293  3.975  0.718
C  -1.502  1.346  -3.999
C  3.485  -2.863  0.650
C  -1.810  -3.287  -1.602
C  -3.507  2.614  -2.575
C  2.390  -1.080  -5.188
C  0.347  -1.137  3.037
C  -3.175  3.060  -3.843
C  -4.700  -1.700  1.470
H  -2.490  -5.308  -1.413
H  -0.712  0.868  -4.564
H  -0.717  -2.121  -4.333
H  -3.528  -0.797  -3.129
H  -3.104  2.415  1.949
H  2.427  2.683  -2.553
H  1.661  -1.195  4.824
H  -4.843  -1.024  0.629
H  -3.523  5.673  0.316
H  1.768  1.486  4.448
H  3.126  -1.191  -5.975
H  3.609  0.243  -4.009
H  -1.910  2.764  -5.558
H  1.950  0.465  -2.210
H  0.721  2.638  -3.006
H  -4.280  3.111  -2.001
H  -2.979  5.270  3.068
H  0.415  3.157  2.371
H  1.535  4.180  -2.783
H  -0.887  -3.446  -1.058
H  -3.572  3.844  3.937
H  -3.695  3.913  -4.266
H  -4.621  -4.899  -2.608
H  0.077  5.436  -1.970
H  0.961  -2.385  -6.115
H  1.861  3.628  -0.343
H  -5.131  -2.629  -3.461
H  1.039  2.106  -0.568
H  -4.723  -2.736  1.134
H  0.073  -2.165  2.847
H  -2.014  6.605  -1.413
H  -5.432  -1.533  2.259
H  -1.871  3.963  3.489
H  -4.228  3.681  1.538

Atomic forces in eV per Å
-0.06 -0.03 0.04
-0.37 -0.07 0.36
-0.05 -0.04 -0.06
0.02 -0.05 -0.07
0.07 0.00 -0.06
0.05 0.01 0.05
0.01 0.00 0.02
0.02 0.00 0.00
-0.01 -0.02 0.01
0.02 -0.05 0.02
-0.06 -0.01 -0.12
0.06 0.02 -0.05
0.08 -0.02 -0.06
-0.01 0.00 0.00
0.02 0.01 0.15
0.05 0.07 -0.14
0.02 0.08 -0.05
-0.08 0.00 0.00
0.05 0.07 0.00
0.02 0.05 -0.04
0.03 0.00 -0.10
0.03 -0.03 0.11
-0.03 -0.01 0.03
0.01 -0.01 -0.01
-0.01 0.01 -0.02
0.01 -0.03 -0.03
-0.07 -0.03 0.01
-0.05 0.00 -0.02
0.02 0.00 0.01
0.02 0.02 0.05
0.03 0.11 0.05
0.01 0.02 -0.03
-0.07 0.00 0.05
-0.05 0.02 -0.05
0.01 0.00 -0.01
-0.01 -0.05 -0.01
0.01 -0.08 -0.03
0.02 0.01 0.01
0.00 -0.02 0.01
0.10 -0.05 0.00
0.03 0.03 -0.01
0.01 0.00 0.04
0.09 0.14 0.12
-0.01 0.03 0.02
0.02 0.03 -0.03
0.01 -0.02 0.00
0.06 -0.04 -0.07
0.06 0.07 -0.05
-0.01 -0.06 -0.02
0.01 0.04 0.08
-0.01 0.04 0.01
-0.04 0.00 0.02
0.01 -0.03 0.00
0.04 0.04 0.03
0.02 -0.03 -0.04
0.01 -0.01 -0.02
-0.02 -0.03 0.00
0.00 0.01 0.00
0.02 -0.02 -0.02
-0.02 0.00 0.01
-0.02 0.01 -0.01
0.01 -0.02 0.00
-0.03 0.02 0.02
-0.01 0.01 -0.02
0.00 0.00 -0.01
0.02 -0.01 0.00
-0.02 -0.02 -0.01
0.00 0.00 0.01
0.00 -0.01 0.00
-0.01 0.00 0.01
0.00 -0.02 -0.01
-0.07 -0.05 -0.05
0.02 -0.02 -0.01
0.00 -0.01 0.00
0.00 0.02 0.01
0.04 0.01 0.01
-0.04 -0.01 -0.02
0.01 0.01 -0.02
0.01 -0.01 0.01
0.00 0.00 0.00
-0.03 0.00 -0.01
0.00 0.01 0.00
0.00 -0.03 0.05
0.00 0.00 0.00
-0.01 -0.04 -0.03
-0.01 0.03 0.04
0.00 0.04 0.01
0.00 -0.03 0.00
0.03 0.02 -0.05
-0.02 0.00 -0.02
0.00 0.01 0.01

Number 3 is which compound? C40H34AsCrF5N2O5S3